Arrangement i

The following is a DFT calculation (ωB97M-V/def2-TZVPD) of a 2-piece molecular cluster, C6H16 overall.

Last column: natural (NBO) charge in e.
Cartesian coordinates (Å):
C  -1.31  1.49  -0.41  -0.428
C  -0.45  2.73  -0.48  -0.611
C  -1.87  1.25  -1.73  -0.605
H  -2.07  1.64  0.34  0.195
H  -0.92  0.56  0.01  0.208
H  0.66  2.55  -0.64  0.204
H  -0.66  3.52  -1.19  0.210
H  -1.63  0.19  -2.05  0.201
H  -1.51  1.98  -2.49  0.207
H  -0.45  3.19  0.49  0.206
H  -2.92  1.19  -1.71  0.211
C  0.91  -1.47  0.57  -0.379
C  0.97  -2.92  0.17  -0.620
C  1.56  -1.08  1.87  -0.604
H  1.57  -0.71  -0.21  0.181
H  -0.10  -1.07  0.49  0.200
H  0.26  -3.21  -0.52  0.210
H  0.86  -3.69  1.04  0.194
H  1.25  -1.61  2.70  0.197
H  2.69  -1.14  1.87  0.202
H  1.81  -3.36  -0.22  0.213
H  1.35  -0.02  2.11  0.207

Its SMILES is CCC.CCC. As for the lowest unoccupied orbital energy: 1.093 eV.



Arrangement ii

The following is a DFT calculation (ωB97M-V/def2-TZVPD) of a 2-piece molecular cluster, C6H16 overall.

Last column: natural (NBO) charge in e.
Cartesian coordinates (Å):
C  2.86  0.43  0.51  -0.622
C  3.22  1.21  -0.77  -0.619
H  3.34  0.76  1.44  0.210
H  1.86  0.64  0.87  0.205
H  2.97  -0.62  0.26  0.208
H  3.35  0.55  -1.62  0.208
H  2.40  1.90  -0.98  0.204
H  4.05  1.91  -0.64  0.209
C  -1.80  -0.17  -0.17  -0.222
C  -1.87  0.28  1.28  -0.607
C  -0.30  -0.29  -0.51  -0.601
C  -2.51  -1.52  -0.42  -0.610
H  -2.18  0.61  -0.83  0.196
H  -1.22  -0.34  1.91  0.203
H  0.13  0.57  0.00  0.200
H  0.20  -1.15  -0.04  0.198
H  -0.04  -0.31  -1.57  0.210
H  -3.29  -1.67  0.33  0.205
H  -2.88  -1.70  -1.42  0.213
H  -1.78  -2.31  -0.24  0.200
H  -2.86  0.35  1.72  0.209
H  -1.48  1.30  1.34  0.205

Its SMILES is CC(C)C.CC. As for the lowest unoccupied orbital energy: 1.102 eV.



Arrangement iii

The following is a DFT calculation (ωB97M-V/def2-TZVPD) of a 2-piece molecular cluster, C6H16 overall.

Last column: natural (NBO) charge in e.
Cartesian coordinates (Å):
C  -0.86  -0.40  -0.93  -0.224
C  -1.79  -0.24  -2.16  -0.610
C  -1.08  -1.81  -0.35  -0.601
C  0.63  -0.27  -1.31  -0.605
H  -1.04  0.34  -0.15  0.195
H  -2.27  -1.17  -2.43  0.206
H  -1.13  0.01  -3.01  0.203
H  -0.66  -2.56  -1.01  0.198
H  -0.56  -1.94  0.61  0.205
H  -2.14  -2.07  -0.27  0.205
H  0.69  0.46  -2.12  0.202
H  1.25  0.02  -0.47  0.212
H  1.02  -1.20  -1.73  0.200
H  -2.51  0.56  -2.05  0.214
C  1.39  2.05  2.18  -0.618
C  1.23  0.53  2.13  -0.621
H  0.97  2.47  3.09  0.207
H  2.44  2.34  2.12  0.207
H  0.92  2.56  1.34  0.206
H  0.51  0.16  1.42  0.204
H  0.82  0.19  3.09  0.206
H  2.16  -0.02  2.01  0.208

Its SMILES is CC(C)C.CC. As for the lowest unoccupied orbital energy: 1.154 eV.



Arrangement iv

The following is a DFT calculation (ωB97M-V/def2-TZVPD) of a 2-piece molecular cluster, C6H16 overall.

Last column: natural (NBO) charge in e.
Cartesian coordinates (Å):
C  0.25  -0.54  -2.73  -0.609
C  -0.82  -0.66  -3.79  -0.615
H  0.43  -1.43  -2.09  0.206
H  1.25  -0.51  -3.22  0.203
H  0.07  0.31  -2.11  0.200
H  -0.92  -1.67  -4.18  0.210
H  -0.60  0.09  -4.58  0.203
H  -1.77  -0.23  -3.48  0.204
C  -0.15  0.50  1.67  -0.199
C  0.11  1.29  3.00  -0.615
C  1.00  0.53  0.63  -0.608
C  -0.47  -0.97  2.08  -0.626
H  -1.00  1.00  1.19  0.183
H  -0.59  0.93  3.72  0.209
H  1.35  1.54  0.55  0.203
H  1.73  -0.21  0.91  0.203
H  0.50  0.34  -0.31  0.211
H  -1.50  -1.12  1.76  0.218
H  0.26  -1.69  1.74  0.205
H  -0.30  -1.09  3.15  0.206
H  -0.05  2.35  2.92  0.202
H  1.21  1.23  3.16  0.205

Its SMILES is CC(C)C.CC. As for the lowest unoccupied orbital energy: 1.069 eV.



arrangement iii has the most favorable energy; the next structure is 5.7 kcal/mol above.



Arrangement i

The following is a DFT calculation (ωB97M-V/def2-TZVPD) of a 2-piece molecular cluster, C6H16 overall.

Last column: natural (NBO) charge in e.
Cartesian coordinates (Å):
C  1.08  -1.26  0.59  -0.409
C  0.81  -1.26  2.09  -0.610
C  0.21  -2.16  -0.30  -0.614
H  0.97  -0.23  0.29  0.202
H  2.15  -1.41  0.37  0.197
H  0.85  -2.27  2.48  0.199
H  -0.83  -1.84  -0.41  0.205
H  0.62  -2.16  -1.30  0.212
H  0.12  -3.16  0.14  0.205
H  1.35  -0.55  2.73  0.215
H  -0.23  -0.98  2.27  0.197
C  -0.77  2.08  -0.74  -0.403
C  0.59  1.71  -1.28  -0.625
C  -1.88  1.02  -0.46  -0.598
H  -0.60  2.49  0.28  0.193
H  -1.21  2.83  -1.37  0.198
H  1.41  2.05  -0.63  0.208
H  -2.12  0.43  -1.35  0.200
H  -1.48  0.30  0.26  0.198
H  0.89  2.14  -2.23  0.212
H  0.73  0.63  -1.40  0.205
H  -2.69  1.60  -0.03  0.212

Its SMILES is CCC.CCC. As for the lowest unoccupied orbital energy: 1.112 eV.



Arrangement ii

The following is a DFT calculation (ωB97M-V/def2-TZVPD) of a 2-piece molecular cluster, C6H16 overall.

Last column: natural (NBO) charge in e.
Cartesian coordinates (Å):
C  -1.89  0.48  -0.08  -0.394
C  -2.48  1.45  0.96  -0.610
C  -3.10  0.11  -0.99  -0.603
H  -1.29  1.13  -0.76  0.193
H  -1.30  -0.47  0.20  0.207
H  -3.00  0.95  1.78  0.212
H  -3.43  0.94  -1.45  0.191
H  -2.94  -0.54  -1.81  0.202
H  -2.99  2.19  0.42  0.206
H  -1.54  1.98  1.31  0.203
H  -3.96  -0.29  -0.47  0.194
C  2.31  -0.43  -0.42  -0.388
C  3.13  0.26  0.72  -0.604
C  2.07  -1.87  -0.19  -0.601
H  1.28  0.01  -0.62  0.197
H  2.93  -0.32  -1.34  0.189
H  4.00  -0.40  0.94  0.198
H  2.85  -2.48  -0.46  0.201
H  1.85  -1.96  0.89  0.193
H  2.43  0.25  1.54  0.199
H  3.54  1.21  0.58  0.210
H  1.23  -2.23  -0.73  0.206

Its SMILES is CCC.CCC. As for the lowest unoccupied orbital energy: 1.085 eV.



arrangement i has the most favorable energy; the next structure is 14.6 kcal/mol above.



Arrangement i

The following is a DFT calculation (ωB97M-V/def2-TZVPD) of one molecule with the formula C7H14.

Last column: natural (NBO) charge in e.
Cartesian coordinates (Å):
C  -1.58  -0.63  -1.20  -0.620
C  -0.63  0.57  -1.03  -0.399
C  0.62  0.18  -0.25  -0.045
C  1.60  -0.63  -1.07  -0.596
C  1.21  1.11  0.77  -0.420
C  0.49  -0.13  1.22  -0.228
C  -0.83  0.02  1.97  -0.610
H  -1.57  -1.03  -2.21  0.208
H  -1.31  -1.44  -0.52  0.208
H  -2.62  -0.35  -0.96  0.211
H  -0.32  0.95  -2.01  0.207
H  -1.13  1.40  -0.53  0.204
H  2.04  -0.01  -1.86  0.207
H  1.11  -1.48  -1.55  0.208
H  2.42  -1.02  -0.45  0.208
H  2.30  1.15  0.84  0.213
H  0.72  2.06  0.96  0.209
H  1.10  -0.95  1.58  0.208
H  -1.40  -0.92  1.99  0.209
H  -1.47  0.79  1.51  0.205
H  -0.66  0.33  3.01  0.212

Its SMILES is CC[C@@]1(C)C[C@H]1C. As for the lowest unoccupied orbital energy: 1.142 eV.



Arrangement ii

The following is a DFT calculation (ωB97M-V/def2-TZVPD) of a 2-piece molecular cluster, C7H14 overall.

Last column: natural (NBO) charge in e.
Cartesian coordinates (Å):
C  1.98  -1.17  0.69  -0.418
C  1.71  -1.12  -0.61  -0.373
C  -0.52  0.87  -0.42  0.055
C  0.53  1.95  -0.33  -0.651
C  -1.09  0.55  -1.58  -0.435
C  -0.89  0.22  0.90  -0.447
C  -1.69  -1.07  0.82  -0.608
H  2.60  -0.42  1.18  0.194
H  0.05  0.01  1.43  0.217
H  1.54  -1.93  1.34  0.196
H  2.10  -0.33  -1.24  0.196
H  1.02  -1.81  -1.08  0.198
H  1.04  2.10  -1.29  0.216
H  1.30  1.69  0.42  0.212
H  0.08  2.90  -0.02  0.220
H  -0.82  1.08  -2.50  0.196
H  -1.85  -0.22  -1.66  0.198
H  -1.41  0.96  1.52  0.212
H  -1.86  -1.47  1.83  0.212
H  -1.15  -1.84  0.25  0.205
H  -2.67  -0.94  0.35  0.207

Its SMILES is C=C(C)CC.C=C. As for the lowest unoccupied orbital energy: 1.145 eV.



Arrangement iii

The following is a DFT calculation (ωB97M-V/def2-TZVPD) of one molecule with the formula C7H14.

Last column: natural (NBO) charge in e.
Cartesian coordinates (Å):
C  -1.78  -1.32  -0.41  -0.615
C  -0.72  -0.36  -0.91  -0.206
C  -0.31  1.01  -0.37  -0.222
C  -0.62  1.83  0.86  -0.614
C  0.60  -0.17  -0.21  -0.065
C  0.70  -0.78  1.17  -0.613
C  1.93  -0.05  -0.93  -0.590
H  -1.37  -2.34  -0.36  0.210
H  -2.63  -1.36  -1.10  0.215
H  -2.17  -1.07  0.58  0.207
H  -0.64  -0.39  -2.00  0.209
H  -0.03  1.66  -1.20  0.205
H  -1.00  2.82  0.60  0.215
H  0.33  1.99  1.38  0.206
H  -1.31  1.38  1.58  0.209
H  1.44  -0.26  1.79  0.209
H  1.00  -1.84  1.11  0.213
H  -0.26  -0.76  1.71  0.212
H  1.80  0.41  -1.91  0.207
H  2.57  0.62  -0.34  0.204
H  2.45  -1.00  -1.05  0.204

Its SMILES is C[C@@H]1[C@H](C)C1(C)C. As for the lowest unoccupied orbital energy: 1.024 eV.



arrangement i has the most favorable energy; the next structure is 5.7 kcal/mol above.